Entry 1:
DFT (ωB97M-V/def2-TZVPD) results for one molecule with the formula C2H7N3O3.

Structure (XYZ):
```
15
Properties=species:S:1:pos:R:3:forces:R:3
O -1.220425 1.096022 0.984242 -0.49 0.36 0.76
O 1.917760 -0.958518 -1.185006 -0.32 1.56 -1.23
O 0.397031 -1.185647 1.443788 0.78 0.58 0.06
N -2.057127 -0.405252 -0.620125 -1.57 0.21 0.07
N 1.797400 1.128311 -0.253795 -0.99 -0.44 -0.82
N 0.115354 -0.673547 0.162048 1.55 1.20 -2.57
C -0.944935 0.253672 -0.045698 1.43 0.67 -3.01
C 1.262749 -0.072604 -0.656046 2.45 -4.20 4.47
H -0.362376 0.845568 -0.981576 -2.51 -0.60 2.01
H 1.192111 -1.721251 1.264496 -0.52 -0.04 0.15
H 2.782854 1.212838 -0.452649 -0.19 0.33 0.17
H -2.336649 -1.172760 -0.013260 0.00 -0.05 -0.16
H 1.334537 1.579080 0.521639 0.34 0.20 -0.10
H -2.089236 0.875206 1.349132 0.12 0.19 -0.14
H -1.789047 -0.801118 -1.517190 -0.07 0.04 0.34
```
Forces are in eV/Å.

Properties
Structure (SMILES): NC(=O)N(O)[C@@H](N)O
HOMO-LUMO gap: 9.239 eV
Energy relative to the best compared isomer or geometry (same formula, charge and spin): 98.39 kcal per mole
F_max: 6.61 eV Å⁻¹
Electronic energy: -470.2824 Ha
Lowest unoccupied orbital energy: 0.023 Ha

***

Entry 2:
DFT (ωB97M-V/def2-TZVPD) results for C20H29BrN6O6V as an isolated structure.

Structure (XYZ):
```
63
Properties=species:S:1:pos:R:3:forces:R:3
Br -4.651484 -3.913002 -1.594805 0.20 0.10 0.22
V -0.318184 -0.206035 -0.616924 -0.49 -1.05 1.96
O 0.954707 -4.184906 -1.265738 0.05 -0.21 -0.36
O 0.628271 -2.206500 -0.254289 0.24 -0.11 -0.10
O -1.935809 2.154438 2.334200 0.16 0.15 0.19
O -1.077021 0.941201 0.758097 -0.43 0.69 0.51
O -0.706130 2.123717 -3.807305 0.06 0.03 0.01
O -0.590544 1.240288 -1.820821 -0.31 1.81 -1.01
N 1.520205 0.345614 -0.210480 0.54 0.26 0.22
N -3.502827 0.944793 -0.623090 0.13 0.02 -0.27
N -1.804119 -1.510242 0.119060 -0.24 -0.41 0.00
N 0.020192 -1.017913 -2.395898 0.42 -1.03 -1.93
N 3.196268 1.344772 1.034827 -0.08 0.00 -0.12
N -3.278592 1.591327 0.592258 0.29 0.11 0.11
C 0.212248 -2.123937 -4.933208 0.04 -0.12 0.10
C -2.079688 1.550102 1.195233 -0.12 -0.23 0.02
C 2.072560 1.431915 0.345167 0.30 -0.04 0.09
C -2.536489 -2.968800 1.851573 0.00 0.03 -0.02
C -0.484443 1.107823 -3.047232 -0.14 0.20 0.03
C 0.657786 -2.927230 -1.249231 0.01 0.17 0.52
C -3.406564 -3.603285 0.977797 -0.02 0.00 -0.04
C -2.649725 -2.108297 -0.727018 -0.15 -0.23 0.00
C 3.812739 0.046954 1.346339 -0.13 -0.22 0.14
C -0.146714 -0.257706 -3.490668 -0.02 -0.55 -0.21
C 0.348386 -2.304615 -2.560762 -0.04 0.16 -0.14
C 0.444611 -2.904502 -3.805430 0.04 0.01 -0.06
C -1.752105 -1.925482 1.391279 -0.17 -0.06 0.11
C 3.568896 2.757204 3.053905 0.03 -0.05 -0.17
C -3.025490 2.847504 2.983693 -0.22 0.12 0.16
C -3.472780 -3.153130 -0.335706 -0.10 0.01 -0.20
C 3.880475 2.531647 1.575448 0.03 0.21 0.42
C 1.456965 2.782897 0.150474 0.00 -0.08 0.04
C 3.020508 -0.785831 2.356524 0.10 0.10 -0.02
C -0.067273 -0.772265 -4.775990 -0.01 0.25 0.13
H 1.201059 -4.552658 -0.400300 -0.02 0.09 0.15
H 2.106421 3.400776 -0.471316 -0.01 -0.02 -0.02
H -2.466366 -3.283227 2.883597 0.01 0.01 0.00
H -3.861045 2.171909 3.167744 0.06 -0.06 -0.02
H -2.684292 -1.745347 -1.747485 -0.01 0.01 0.01
H 1.977585 -0.917616 2.067599 0.00 -0.03 -0.01
H 3.981085 -0.509218 0.418630 0.04 0.06 -0.02
H 3.482513 -1.768717 2.445438 -0.02 0.00 0.03
H 4.794629 0.252847 1.762703 0.06 0.04 -0.10
H 0.265831 -2.558597 -5.922682 0.02 0.00 0.00
H -3.343648 3.711689 2.399973 0.09 0.00 -0.05
H -1.068787 -1.406811 2.052257 0.04 -0.01 -0.03
H -4.336494 0.375092 -0.530368 -0.01 -0.08 0.00
H 1.324107 3.295386 1.102565 0.02 -0.03 0.00
H -3.987904 2.210921 0.955115 -0.03 -0.01 0.06
H 4.015100 3.697492 3.374443 0.01 -0.02 0.03
H 3.985365 1.962967 3.672837 -0.03 0.00 0.02
H -2.623048 3.184387 3.931719 0.02 0.01 -0.02
H -4.024094 -4.429033 1.306484 -0.02 0.02 0.01
H 0.500631 2.696210 -0.338436 -0.18 -0.01 -0.09
H 3.041228 -0.316618 3.338596 -0.03 0.00 -0.01
H 4.950977 2.379244 1.447998 -0.01 -0.03 -0.13
H 0.711144 -3.950297 -3.885758 -0.02 0.00 0.00
H -0.548231 1.990146 -4.755234 -0.03 -0.05 -0.05
H -0.220349 -0.146667 -5.646585 0.00 0.00 0.00
H 3.611161 3.408550 0.995547 0.03 -0.06 -0.06
H 2.097563 -0.474413 -0.068157 0.06 0.03 -0.02
H -3.683952 1.643731 -1.335732 -0.04 0.05 -0.04
H 2.492974 2.809355 3.227530 0.00 0.01 0.02
```
Forces are in eV/Å.

Properties
HOMO-LUMO gap (alpha / beta): 6.799 / 6.979 eV
Energy relative to the best compared isomer or geometry (same formula, charge and spin): 28.44 kcal per mole
F_max: 2.28 eV Å⁻¹
2S+1: 3
Electronic energy: -5076.7308 Ha
Lowest unoccupied orbital energy (alpha / beta): -0.373 / -0.379 Ha
Net charge: +3

***

Entry 3:
DFT (ωB97M-V/def2-TZVPD) results for a 2-piece molecular cluster, C4H8O2 overall.

Structure (XYZ):
```
14
Properties=species:S:1:pos:R:3:forces:R:3
O 0.476661 -1.155011 1.830885 -0.25 0.03 -0.01
O -1.465522 -0.921131 -0.057222 0.02 0.15 -0.12
C -0.407240 2.061788 -0.448432 0.12 0.04 -0.01
C 0.752219 1.409315 -0.421475 -0.09 0.08 -0.01
C 0.633011 -1.703371 0.599162 0.08 -0.13 -0.21
C -0.287059 -1.587646 -0.355587 0.23 -0.17 0.04
H 1.307489 1.188650 -1.330624 -0.12 0.06 0.13
H 1.571839 -2.232303 0.475579 -0.18 0.05 -0.05
H 1.191986 1.064619 0.511768 -0.08 0.09 -0.15
H -0.948496 2.296811 0.466389 0.09 -0.05 -0.13
H -0.848870 2.412027 -1.379221 0.09 -0.06 0.13
H -1.362527 -0.007649 -0.379286 -0.08 -0.14 0.07
H -0.430847 -0.803296 1.833565 0.16 0.00 0.13
H -0.182645 -2.022803 -1.345503 0.00 0.05 0.18
```
Forces are in eV/Å.

Properties
Structure (SMILES): O/C=C\O.C=C
HOMO-LUMO gap: 9.740 eV
Energy relative to the best compared isomer or geometry (same formula, charge and spin): 57.56 kcal per mole
F_max: 0.29 eV Å⁻¹
Electronic energy: -307.6207 Ha
Lowest unoccupied orbital energy: 0.035 Ha

***

Entry 4:
DFT (ωB97M-V/def2-TZVPD) results for C39H35CdF5N4OP2STe as an isolated structure.

Structure (XYZ):
```
89
Properties=species:S:1:pos:R:3:forces:R:3
Te 0.901661 3.668942 -0.493212 0.70 -2.67 0.28
Cd 1.294727 -0.251215 -0.890899 0.01 0.87 -0.26
S 2.162252 -0.210211 -3.258845 0.06 -0.09 0.95
P 2.121361 -0.610521 1.550850 0.74 -0.65 -0.93
P -1.080747 -0.182097 2.732559 -0.53 1.69 -0.85
F 0.240270 5.280298 -0.931616 -0.62 1.52 -0.58
F 0.340501 4.117606 1.215090 -0.08 -0.06 0.42
F 1.334193 3.425507 -2.252811 0.20 0.30 -1.19
F -0.820816 2.920510 -0.942695 0.76 0.83 0.27
F 2.581181 4.501380 -0.221024 -0.83 -0.15 0.02
O 1.514084 2.022157 -0.077499 -0.02 -0.32 0.41
N 1.461579 0.766412 -5.929041 0.70 -0.48 1.53
N 0.433473 0.450222 -5.192076 -0.41 0.25 0.51
N -0.709145 -0.547569 -2.246680 0.05 -0.38 2.84
N -0.640561 -0.129722 -3.382280 -0.27 0.19 -1.79
C 6.744093 -0.647399 1.280691 -0.69 0.27 0.14
C -0.162364 1.883946 -8.930129 1.29 0.18 -2.55
C -3.737198 0.876628 3.038295 0.27 -0.06 -0.06
C -2.166342 -1.597850 -0.652351 -0.95 0.24 -0.50
C -2.059262 -1.686065 4.651788 -0.16 0.12 0.19
C -3.646910 2.194861 0.589292 0.02 0.49 -0.68
C 4.735741 -1.681910 2.177052 0.44 1.15 -0.43
C 2.221714 2.002211 -9.258386 0.42 -0.11 -0.20
C 5.936937 0.305859 0.653052 0.55 0.39 -1.25
C -4.392819 -0.653226 -2.012975 -0.62 -0.11 0.45
C 1.663509 0.628026 2.768477 -0.42 0.65 0.99
C 0.521887 -3.982588 3.318582 0.57 -0.83 -0.33
C -2.041839 -0.780080 -1.752944 0.84 0.18 -0.17
C 3.986361 -0.669011 1.540582 -1.84 -1.14 0.48
C -2.606372 -1.970518 5.890501 0.14 1.30 0.37
C -4.848067 1.538261 2.563091 -0.53 1.29 0.23
C -1.529972 -0.415304 4.441331 0.10 -0.14 1.08
C 1.600647 -2.291542 1.977868 -0.59 -0.53 0.37
C -3.430938 -1.921023 -0.187974 -0.59 -0.06 -0.86
C -2.022853 0.239755 6.719481 -0.51 -0.09 0.18
C 0.592495 0.081600 -3.948554 0.49 0.24 -1.27
C 0.964866 2.173968 -9.765047 -1.20 -0.18 1.69
C -2.551584 1.491000 1.028909 0.72 -0.21 0.05
C -2.570224 0.871568 2.271426 0.65 -1.09 -0.07
C -0.035548 1.359502 -7.698425 0.58 0.11 0.62
C -1.510955 0.555897 5.481727 0.54 -0.91 -1.30
C 1.085420 -4.510916 1.013491 0.51 1.15 0.92
C 1.058172 -2.718048 3.194566 0.02 0.87 0.76
C 6.121135 -1.661661 2.016177 -0.27 0.32 -0.34
C -4.559469 -1.482589 -0.916077 1.02 -0.23 1.06
C 1.593092 -3.201692 0.928619 -0.37 -0.71 -0.70
C 0.201436 1.146024 2.734679 1.09 -0.77 -1.98
C 4.540459 0.265077 0.708402 1.20 0.26 -0.21
C -4.788317 2.251884 1.347988 -0.59 -0.61 0.87
C -2.627954 -0.995697 6.889475 0.29 -0.95 0.22
C 1.268540 1.218945 -7.218442 -0.54 -0.30 0.47
C 2.371974 1.498191 -7.955829 0.78 0.91 -1.24
C -3.134650 -0.255980 -2.388065 -0.33 0.64 -1.29
C 0.575310 -4.873088 2.249076 -0.62 -1.12 -0.31
H 1.913393 -2.888136 -0.048567 0.38 0.21 -0.35
H 3.060894 2.251560 -9.910311 0.04 -0.14 0.50
H -3.009772 -2.908936 6.121920 -0.58 -1.27 0.10
H -1.066236 1.997848 -9.465984 -1.28 0.15 0.17
H 6.386396 1.025380 -0.053858 -0.10 -0.31 0.66
H -5.523317 -1.782363 -0.541478 -0.30 0.02 -0.21
H -3.029214 -1.267710 7.866802 0.00 0.14 -0.26
H -2.032787 0.893523 7.582709 0.20 0.34 -0.29
H -3.584572 2.741089 -0.349143 -0.03 -0.13 0.10
H 2.382613 0.833219 -5.470037 -0.46 -0.12 -0.41
H -1.270381 -2.016696 -0.303922 1.00 -0.60 1.01
H 0.163773 -5.893897 2.356376 0.26 0.68 0.12
H 1.132850 -5.200659 0.178564 -0.08 0.18 0.06
H 0.163711 -4.394874 4.248662 -0.21 0.43 0.25
H -5.626454 2.832292 0.991646 -0.16 0.00 0.12
H -3.011949 0.413569 -3.245369 0.09 -0.30 0.37
H 0.198214 1.599604 1.724216 -0.64 -0.09 0.45
H 6.723533 -2.461338 2.395308 0.18 -0.27 0.43
H 1.004546 -2.039526 4.065503 0.12 -0.36 -0.58
H -5.256824 -0.316903 -2.565187 -0.07 0.13 -0.03
H -3.568047 -2.608648 0.634548 0.07 0.10 0.15
H -2.086088 -2.411388 3.824930 0.12 0.28 0.48
H 1.874108 0.254078 3.773280 0.39 -0.07 0.01
H 3.346112 1.439560 -7.499905 0.24 -0.21 0.00
H -5.685401 1.666825 3.271923 0.20 -0.24 -0.78
H -3.787284 0.405572 4.019920 0.07 0.07 -0.32
H 0.763001 2.591163 -10.722279 0.12 0.14 -0.68
H 0.153515 1.959095 3.416812 -0.50 0.59 0.79
H 3.914539 0.910177 0.075821 0.37 -0.02 0.47
H -1.662414 1.472252 0.390148 -0.34 -0.09 0.37
H 7.835365 -0.603533 1.208993 -0.49 -0.05 -0.12
H 2.294551 1.519644 2.570075 -0.04 -0.69 0.07
H -1.040972 1.493514 5.228762 -0.10 0.29 0.33
H -0.836916 1.117721 -7.035215 -0.47 -0.10 0.03
H 4.273352 -2.431797 2.795094 -0.21 -0.17 -0.02
```
Forces are in eV/Å.

Properties
HOMO-LUMO gap (alpha / beta): 6.822 / 6.824 eV
Energy relative to the best compared isomer or geometry (same formula, charge and spin): 0.00 kcal per mole
F_max: 2.87 eV Å⁻¹
Electronic energy: -3817.3808 Ha
Lowest unoccupied orbital energy (alpha / beta): -0.019 / -0.019 Ha

***

Entry 5:
DFT (ωB97M-V/def2-TZVPD) results for one molecule with the formula C19H23N5O.

Structure (XYZ):
```
48
Properties=species:S:1:pos:R:3:forces:R:3
O 0.846843 -2.426136 -3.517130 -0.22 0.06 0.84
N 1.376594 -0.785195 -2.047182 -1.13 -1.49 0.43
N -0.672320 -1.746456 -0.357332 0.02 -0.93 -2.16
N -1.919263 -4.247436 -1.003141 0.66 1.68 1.47
N -1.893424 -1.562048 1.574885 -0.94 0.04 1.23
N -2.139962 1.977291 2.052427 -0.30 1.35 -0.32
C -1.657184 -2.245667 0.400541 1.48 0.40 0.56
C -0.966825 -3.710099 -1.778476 0.43 0.74 -0.50
C 2.561342 2.319626 -2.210211 0.64 -0.82 0.36
C -1.860004 0.919893 1.087687 -1.19 -0.08 0.09
C 4.739401 1.661515 -0.511264 -0.74 -0.36 -0.26
C 0.664260 -1.928912 -2.403784 1.84 1.52 -2.09
C 3.002052 0.964113 -2.125215 0.84 0.90 0.60
C -2.990749 -1.866760 2.522273 0.53 -0.65 -0.39
C 4.073829 0.655020 -1.251244 0.45 0.69 -0.40
C -1.889001 0.079085 3.351857 0.32 0.92 0.79
C 1.422189 2.740680 -3.097537 -0.07 0.78 0.80
C -0.357959 -2.464710 -1.500088 -1.52 -0.40 2.62
C -2.206761 -3.509166 0.090026 -0.84 -1.30 -0.01
C -1.368790 -0.239868 1.941654 1.37 -0.36 -0.41
C 2.344207 -0.127548 -2.927820 0.33 -0.49 0.66
C -2.747203 1.366818 3.240316 1.93 -0.31 -0.98
C -2.714633 -1.086684 3.808375 1.37 -1.63 -0.08
C 4.307166 2.986146 -0.622804 -0.74 -0.89 -0.46
C 3.218247 3.291770 -1.452094 0.50 -0.85 0.05
H -3.602109 -0.792461 4.334313 -0.51 0.03 0.18
H 0.659089 1.986740 -3.111885 -0.59 -0.28 0.06
H -2.691569 2.743143 1.617650 0.53 -0.81 0.64
H -3.761401 1.069030 3.089111 -1.12 -0.09 -0.07
H 1.845392 0.285283 -3.781566 -0.41 0.18 -0.51
H -1.137336 1.223345 0.350503 0.17 0.21 -0.35
H -2.811486 0.616070 0.586222 0.57 -0.10 -0.04
H -0.644095 -4.283921 -2.645251 -0.13 0.28 0.11
H -2.855192 -4.007561 0.828854 0.06 0.44 -0.58
H 1.260149 -0.464048 -1.091949 0.08 0.08 -0.33
H -3.019798 -2.948519 2.698783 -0.36 0.28 -0.05
H 4.758957 3.766304 -0.054363 0.36 0.40 0.30
H -2.641711 2.001188 4.118991 -0.15 0.04 -0.05
H 1.738195 2.875953 -4.121902 0.15 0.22 -0.33
H 5.543309 1.365230 0.174374 -0.27 0.29 -0.42
H 4.529419 -0.348313 -1.226513 -0.66 0.36 0.00
H 2.867897 4.301158 -1.540787 -0.04 0.44 0.09
H -2.120431 -1.744316 4.462689 -0.24 0.27 -0.01
H 0.993031 3.696064 -2.697662 0.28 -0.82 -0.56
H -3.900385 -1.495154 2.105020 -1.06 -0.13 -0.44
H -1.019921 0.270624 4.011917 -0.57 -0.08 -0.27
H -0.254521 -0.299108 1.969845 -0.76 0.17 -0.28
H 3.092468 -0.831998 -3.341110 -0.38 0.12 0.46
```
Forces are in eV/Å.

Properties
Structure (SMILES): Cc1ccccc1CNC(=O)c1cncc(N2CC[C@@H]3CNC[C@@H]32)n1
HOMO-LUMO gap: 8.251 eV
Energy relative to the best compared isomer or geometry (same formula, charge and spin): 34.64 kcal per mole
F_max: 3.18 eV Å⁻¹
Electronic energy: -1086.8362 Ha
Lowest unoccupied orbital energy: 0.000 Ha